An isolated ion of composition C8H12ClFNO2 and charge +1 at a distorted geometry, computed with wB97M-V/def2-TZVPD.

CARTESIAN COORDINATES (ANGSTROEM)
1 C -2.557 -1.019 1.100
2 O -1.140 -0.738 1.016
3 C -0.723 0.162 -0.062
4 Cl -1.721 1.551 -0.108
5 C -0.603 -0.626 -1.349
6 C 0.494 -1.280 -1.739
7 C 1.717 -1.186 -0.901
8 C 1.796 -0.435 0.196
9 F 2.795 -0.563 1.148
10 C 0.798 0.660 0.545
11 N 0.532 0.833 1.947
12 O 0.988 1.926 0.066
13 C 1.411 2.088 -1.306
14 H -2.864 -0.183 1.670
15 H -2.728 -1.964 1.787
16 H -3.147 -1.197 0.253
17 H -1.424 -0.723 -2.022
18 H 0.586 -1.900 -2.640
19 H 2.381 -2.046 -0.995
20 H 0.262 1.784 2.103
21 H 1.367 0.665 2.599
22 H -0.300 0.205 2.149
23 H 0.437 2.058 -1.935
24 H 2.141 1.200 -1.409
25 H 1.819 3.149 -1.247

Results
E_LUMO (Ha): -0.13790
Energy relative to the best compared isomer or geometry (same formula, charge and spin) (kcal/mol): 0.00
Total charge: +1
F_max (eV/Å): 4.1
E (eV): -29305.8590



C8H12F3MoN11O6S as an isolated structure, computed with wB97M-V/def2-TZVPD.

CARTESIAN COORDINATES (ANGSTROEM)
1 Mo -0.055 -0.816 0.520
2 N -0.236 -1.346 2.741
3 N -1.528 -1.821 2.994
4 C -2.338 -2.081 1.937
5 O -3.436 -2.479 1.875
6 O -1.604 -1.731 0.749
7 H 0.481 -2.045 2.947
8 H -0.036 -0.533 3.323
9 H -1.795 -2.090 3.933
10 N 2.369 1.539 -0.420
11 C 2.505 0.905 0.764
12 N 3.496 1.054 1.593
13 N 3.207 0.267 2.647
14 N 2.109 -0.346 2.512
15 N 1.573 0.011 1.278
16 C 1.266 1.394 -1.198
17 N 0.974 2.019 -2.300
18 N -0.234 1.545 -2.669
19 N -0.683 0.663 -1.871
20 N 0.270 0.522 -0.872
21 H 3.097 2.188 -0.708
22 C -3.146 2.069 1.704
23 C -1.899 2.805 2.245
24 C -0.702 2.047 1.694
25 O -1.244 0.714 1.312
26 C -2.626 1.020 0.750
27 H -3.821 2.738 1.175
28 H -3.702 1.606 2.516
29 H -1.894 2.802 3.332
30 H -1.859 3.842 1.917
31 H 0.091 1.871 2.416
32 H -0.305 2.497 0.783
33 H -3.181 0.089 0.737
34 H -2.460 1.379 -0.264
35 F 3.476 -3.712 -0.669
36 C 2.669 -2.895 -1.287
37 F 2.995 -1.627 -1.043
38 F 2.605 -3.123 -2.568
39 S 0.951 -3.135 -0.579
40 O 1.025 -2.578 0.838
41 O 0.486 -4.442 -0.765
42 O 0.150 -1.972 -1.158

Results
E_LUMO (Ha): -0.41136
Energy relative to the best compared isomer or geometry (same formula, charge and spin) (kcal/mol): 3.66
Total charge: +2
F_max (eV/Å): 0.1
E (eV): -57988.5081



One molecule with the formula C8H12FN at a distorted geometry, computed with wB97M-V/def2-TZVPD.

CARTESIAN COORDINATES (ANGSTROEM)
1 C 1.180 0.348 1.815
2 C 1.322 -0.222 0.426
3 C 2.658 0.319 -0.178
4 N 0.120 0.037 -0.439
5 C -0.663 1.056 -0.321
6 C -2.003 1.163 -0.826
7 C -2.743 0.023 -0.733
8 C -2.241 -1.311 -0.728
9 C -0.977 -1.484 -1.157
10 F -0.274 -2.606 -0.969
11 H 1.669 1.244 1.797
12 H 0.252 0.527 2.162
13 H 1.632 -0.309 2.530
14 H 1.329 -1.254 0.466
15 H 2.518 0.311 -1.354
16 H 3.576 -0.182 0.286
17 H 2.768 1.351 -0.087
18 H -0.402 1.781 0.513
19 H -2.578 2.150 -0.724
20 H -3.751 0.183 -0.342
21 H -2.752 -2.006 0.038
22 H -0.640 -1.120 -2.175

Results
E_LUMO (Ha): 0.03441
Energy relative to the best compared isomer or geometry (same formula, charge and spin) (kcal/mol): 75.22
Total charge: 0
F_max (eV/Å): 4.4
E (eV): -12694.3138



One molecule with the formula C8H12FNO at a distorted geometry, computed with wB97M-V/def2-TZVPD.

CARTESIAN COORDINATES (ANGSTROEM)
1 C -1.375 1.112 0.176
2 C -1.740 -0.118 -0.059
3 C 1.176 1.654 -0.088
4 C -0.696 -1.135 -0.426
5 C 0.558 -0.361 -1.036
6 C 1.588 0.283 -0.092
7 C -3.075 -0.795 0.153
8 C 1.631 -0.458 1.247
9 N 1.329 2.861 -0.234
10 O 2.925 0.312 -0.619
11 F -2.225 2.045 0.608
12 H -0.287 -1.877 0.218
13 H -1.155 -1.800 -1.340
14 H 1.170 -1.029 -1.807
15 H 0.220 0.399 -1.737
16 H -3.363 -0.991 1.269
17 H -3.248 -1.652 -0.530
18 H -3.797 -0.073 -0.054
19 H 0.864 0.004 1.974
20 H 2.533 -0.180 1.853
21 H 1.591 -1.613 1.197
22 H 1.928 3.482 -0.744
23 H 3.449 -0.071 0.069

Results
E_LUMO (alpha / beta) (Ha): 0.00508 / 0.00671
Energy relative to the best compared isomer or geometry (same formula, charge and spin) (kcal/mol): 79.84
Total charge: 0
F_max (eV/Å): 5.9
E (eV): -14739.2534



A 3-piece molecular cluster, C8H12FO6 overall at a distorted geometry, computed with wB97M-V/def2-TZVPD.

CARTESIAN COORDINATES (ANGSTROEM)
1 F 1.218 -0.812 0.800
2 C 2.054 0.680 -2.527
3 C 1.547 2.009 -1.866
4 C 1.557 2.162 -0.324
5 O 2.309 3.276 -0.199
6 C 2.795 3.751 -1.349
7 O 3.591 4.763 -1.375
8 O 2.332 3.043 -2.360
9 H 3.026 0.323 -2.246
10 H 1.990 0.635 -3.550
11 H 1.439 -0.212 -2.303
12 H 0.496 2.259 -2.275
13 H 2.219 1.445 0.242
14 H 0.565 2.319 -0.030
15 C -1.539 -2.811 0.249
16 C -1.814 -2.494 1.744
17 C -1.612 -0.983 2.044
18 O -2.834 -0.571 2.458
19 C -3.742 -1.599 2.273
20 O -4.934 -1.553 2.666
21 O -3.083 -2.642 2.155
22 H -0.553 -2.658 -0.191
23 H -2.242 -2.288 -0.418
24 H -1.513 -3.930 -0.068
25 H -1.262 -2.821 2.475
26 H -1.159 -0.345 1.182
27 H -0.850 -0.950 2.794

Results
E_LUMO (Ha): 0.11458
Energy relative to the best compared isomer or geometry (same formula, charge and spin) (kcal/mol): 32.95
Total charge: -1
F_max (eV/Å): 8.0
E (eV): -23491.9117



A 3-piece molecular cluster, C8H12FO6 overall at a distorted geometry, computed with wB97M-V/def2-TZVPD.

CARTESIAN COORDINATES (ANGSTROEM)
1 F 2.043 -0.409 -0.017
2 C -0.247 -2.561 4.101
3 C -0.856 -1.299 3.486
4 C -0.535 -1.054 1.970
5 O -1.555 -1.301 1.286
6 C -2.615 -1.371 2.031
7 O -3.866 -1.439 1.880
8 O -2.196 -1.407 3.308
9 H -0.197 -3.290 3.315
10 H -1.059 -2.817 4.754
11 H 0.638 -2.093 4.521
12 H -0.324 -0.510 3.912
13 H 0.505 -1.558 1.686
14 H -0.363 0.072 1.905
15 C 2.166 1.243 -3.673
16 C 0.642 0.969 -3.290
17 C 0.384 1.321 -1.720
18 O -0.198 2.662 -1.847
19 C -0.559 2.886 -3.077
20 O -0.939 3.901 -3.473
21 O -0.178 1.858 -3.848
22 H 2.988 0.649 -3.193
23 H 2.764 2.144 -3.418
24 H 2.191 1.349 -4.610
25 H 0.374 -0.105 -3.591
26 H 1.265 1.477 -1.170
27 H -0.273 0.682 -1.229

Results
E_LUMO (Ha): 0.11388
Energy relative to the best compared isomer or geometry (same formula, charge and spin) (kcal/mol): 61.47
Total charge: -1
F_max (eV/Å): 11.9
E (eV): -23490.6748



C8H12MnN4O7P2S as an isolated structure at a distorted geometry, computed with wB97M-V/def2-TZVPD.

CARTESIAN COORDINATES (ANGSTROEM)
1 Mn -0.283 -0.290 -0.524
2 C 0.007 -2.891 2.887
3 C -0.333 -1.886 1.856
4 N 0.160 -1.819 0.666
5 N 1.196 -2.635 0.259
6 C 2.198 -2.014 -0.380
7 N 3.218 -2.683 -0.853
8 S 2.104 -0.288 -0.513
9 C -1.233 -0.760 2.126
10 C -2.085 -0.683 3.207
11 C -2.890 0.446 3.346
12 C -2.801 1.453 2.403
13 C -1.920 1.314 1.338
14 N -1.143 0.240 1.213
15 H 0.763 -3.602 2.568
16 H -0.887 -3.438 3.194
17 H 0.373 -2.372 3.776
18 H 1.135 -3.637 0.373
19 H 3.317 -3.684 -0.765
20 H 3.954 -2.188 -1.336
21 H -2.131 -1.490 3.925
22 H -3.577 0.522 4.178
23 H -3.412 2.342 2.474
24 H -1.844 2.075 0.573
25 O -0.599 2.607 -3.429
26 P -1.404 1.812 -2.363
27 O -2.588 2.401 -1.761
28 O -0.353 1.290 -1.325
29 O -1.756 0.417 -3.201
30 P -1.553 -0.953 -2.457
31 O -2.256 -2.042 -3.287
32 O -2.041 -0.828 -1.000
33 O -0.070 -1.236 -2.196
34 H -0.982 3.467 -3.680
35 H -2.814 -1.777 -4.041

Results
E_LUMO (alpha / beta) (Ha): -0.39458 / -0.31593
Spin multiplicity: 2
Total charge: +2
F_max (eV/Å): 1.6
E (eV): -89507.0365



An isolated ion of composition C8H12N and charge +1 at a distorted geometry, computed with wB97M-V/def2-TZVPD.

CARTESIAN COORDINATES (ANGSTROEM)
1 C -1.585 1.217 -0.774
2 C -0.386 0.783 0.116
3 C 0.956 1.619 0.072
4 C 1.952 0.521 -0.109
5 C 2.360 -0.530 -0.771
6 C 1.390 -0.752 0.514
7 N -0.005 -0.681 0.223
8 C -0.731 -1.778 -0.367
9 C -0.706 0.097 1.302
10 H -2.253 1.738 -0.149
11 H -2.062 0.294 -1.028
12 H -1.189 1.905 -1.601
13 H 1.193 2.103 1.015
14 H 0.959 2.481 -0.704
15 H 2.841 -1.303 -1.410
16 H 1.657 -1.160 1.526
17 H 0.136 -2.378 -0.710
18 H -1.363 -2.320 0.393
19 H -1.384 -1.698 -1.272
20 H -0.155 0.136 2.301
21 H -1.627 -0.297 1.433

Results
E_LUMO (Ha): -0.11518
Energy relative to the best compared isomer or geometry (same formula, charge and spin) (kcal/mol): 65.87
Total charge: +1
F_max (eV/Å): 4.4
E (eV): -9968.8871



A 2-piece molecular cluster, C8H12N2 overall at a distorted geometry, computed with wB97M-V/def2-TZVPD.

CARTESIAN COORDINATES (ANGSTROEM)
1 C -3.049 -0.471 -0.364
2 C 1.296 -1.658 0.077
3 C 1.781 -0.397 -0.641
4 C -0.243 -1.740 0.071
5 C 1.373 0.873 0.112
6 C -0.758 -0.408 0.432
7 C -0.141 0.907 0.285
8 C -0.890 2.064 -0.324
9 N -4.145 -0.435 -0.688
10 N -0.577 0.333 1.573
11 H 1.697 -2.544 -0.416
12 H 1.649 -1.646 1.109
13 H 2.866 -0.430 -0.740
14 H 1.348 -0.369 -1.645
15 H -0.590 -1.994 -0.930
16 H -0.597 -2.501 0.769
17 H 1.839 0.876 1.100
18 H 1.712 1.756 -0.432
19 H -1.958 1.974 -0.134
20 H -0.737 2.076 -1.402
21 H -0.533 3.010 0.086
22 H -1.343 0.724 2.100

Results
E_LUMO (Ha): -0.02332
Energy relative to the best compared isomer or geometry (same formula, charge and spin) (kcal/mol): 96.38
Total charge: 0
F_max (eV/Å): 4.0
E (eV): -11467.0586